(1)
Here is a structure of composition C36H37NP2PbSe at a distorted geometry from the Open Molecules 2025 dataset. Energies are from ωB97M-V/def2-TZVPD.

XYZ file:
```
78
Properties=species:S:1:pos:R:3
Pb -0.014 1.821 1.278
C -1.805 1.353 -2.780
C -1.788 0.085 -2.406
C -1.267 -1.054 -3.261
C 0.052 -0.762 -3.996
C 1.002 0.127 -3.215
C 1.051 1.444 -3.276
C 0.134 2.341 -4.036
C -1.309 1.852 -4.120
C 1.447 0.716 3.332
H -2.373 2.105 -2.226
H -2.417 -0.290 -1.580
H -2.031 -1.385 -3.987
H -1.093 -1.921 -2.612
H 0.553 -1.735 -4.161
H -0.159 -0.390 -5.013
H 1.830 -0.450 -2.785
H 1.983 1.926 -3.014
H 0.504 2.553 -5.057
H 0.123 3.321 -3.534
H -1.932 2.705 -4.418
H -1.440 1.126 -4.928
H 0.997 1.483 4.010
H 2.532 0.740 3.528
H 1.104 -0.276 3.669
P -1.520 -0.849 1.189
P 2.099 -0.034 1.202
C -0.251 -1.273 -0.009
C 1.051 -0.783 -0.056
C -2.484 -2.366 1.399
C -2.829 -3.165 0.299
C -3.627 -4.299 0.512
C -4.086 -4.611 1.799
C -3.744 -3.799 2.892
C -2.938 -2.689 2.692
C -2.754 0.384 0.575
C -2.322 1.669 0.112
C -3.246 2.710 -0.032
C -4.610 2.458 0.090
C -5.045 1.163 0.372
C -4.133 0.146 0.627
C 3.550 -1.138 1.434
C 3.332 -2.445 1.932
C 4.421 -3.270 2.210
C 5.730 -2.808 2.005
C 5.947 -1.513 1.526
C 4.871 -0.675 1.250
C 2.779 1.558 0.575
C 2.991 2.641 1.485
C 3.142 3.933 1.011
C 3.187 4.160 -0.370
C 3.132 3.097 -1.262
C 2.952 1.793 -0.793
H -0.490 -2.229 -0.556
H 1.641 -1.170 -0.882
H -2.484 -2.881 -0.705
H -3.887 -4.906 -0.351
H -4.704 -5.500 1.948
H -4.132 -4.037 3.888
H -2.663 -2.031 3.532
H -1.346 1.795 -0.476
H -2.873 3.707 -0.316
H -5.314 3.287 -0.070
H -6.110 0.961 0.386
H -4.490 -0.861 0.862
H 2.300 -2.798 2.088
H 4.249 -4.283 2.573
H 6.571 -3.449 2.230
H 6.961 -1.145 1.350
H 5.037 0.345 0.872
H 3.063 2.452 2.564
H 3.225 4.769 1.700
H 3.260 5.178 -0.765
H 3.224 3.285 -2.348
H 2.871 0.938 -1.467
Se -2.024 -0.627 5.782
C -1.711 0.473 4.450
N -1.449 1.295 3.630
```

## Properties
Energy relative to the best compared isomer or geometry (same formula, charge and spin)   0.0 kJ/mol
Lowest unoccupied orbital energy (alpha / beta)   -0.8 / -0.8 eV
HOMO level (alpha / beta)   -5.5 / -5.5 eV
E   -4725.400687 Ha

(2)
Here is a cluster of 14 separate species, C4H34NO15 in total at a distorted geometry from the Open Molecules 2025 dataset. Energies are from ωB97M-V/def2-TZVPD.

XYZ file:
```
54
Properties=species:S:1:pos:R:3
O 1.239 -4.360 -1.361
C 1.162 -3.359 -2.007
C 0.688 -2.037 -1.310
C 1.723 -0.974 -0.888
C 1.686 0.191 -1.887
O 0.706 0.304 -2.566
N -0.112 -2.479 -0.039
H 1.296 -3.179 -3.149
H -0.177 -1.637 -1.900
H 1.544 -0.728 0.178
H 2.734 -1.327 -0.694
H 2.419 0.936 -1.802
H -1.035 -2.264 -0.339
H 0.069 -3.453 0.214
H 0.248 -1.846 0.757
H -3.738 1.971 0.863
H -2.538 2.558 0.301
O -3.083 1.751 0.174
H -2.117 -3.738 -1.512
H -2.198 -4.638 -0.450
O -1.433 -4.323 -0.939
H 4.101 3.748 0.281
H 3.681 2.854 1.356
O 3.346 3.580 0.897
H -2.717 -1.914 -2.097
H -3.516 -2.899 -3.092
O -3.162 -2.792 -2.143
H 1.375 3.806 0.958
H -0.079 3.359 0.993
O 0.762 3.119 1.282
H -1.047 3.614 -2.561
H -1.876 2.497 -1.688
O -1.430 3.373 -1.734
H 2.125 1.934 1.109
H 3.367 1.599 0.440
O 2.565 1.152 0.608
H 0.863 -3.464 3.139
H 1.421 -4.550 2.582
O 1.083 -3.730 2.190
H -1.626 4.127 -0.173
H -2.131 4.892 1.108
O -1.807 4.008 0.771
H 0.560 -0.739 2.655
H 0.642 0.864 2.715
O 0.912 -0.008 3.010
H 3.012 1.998 3.354
H 3.064 0.443 3.139
O 3.589 1.278 3.143
H -4.182 -0.185 -2.549
H -3.214 0.583 -1.555
O -3.501 -0.245 -1.866
H -2.363 0.100 1.145
H -1.483 0.210 -0.029
O -1.418 0.017 0.967
```

## Properties
Energy relative to the best compared isomer or geometry (same formula, charge and spin)   508.4 kJ/mol
Net charge   +1
Lowest unoccupied orbital energy   -2.6 eV
HOMO level   -12.7 eV
E   -1355.813303 Ha

(3)
Here is a cluster of 12 separate species, C7H35NO11 in total at a distorted geometry from the Open Molecules 2025 dataset. Energies are from ωB97M-V/def2-TZVPD.

XYZ file:
```
54
Properties=species:S:1:pos:R:3
C 1.580 -1.093 0.280
C 0.369 -0.659 -0.157
C -0.395 0.567 0.045
C -0.448 1.013 1.287
C -1.101 1.120 -1.128
C -0.828 2.650 -1.264
C -1.410 3.573 -0.154
N -2.868 3.208 0.131
H 2.273 -0.455 0.776
H 1.857 -2.072 0.049
H -0.310 -1.389 -0.614
H -1.073 1.810 1.680
H 0.082 0.507 2.107
H -2.114 0.796 -1.065
H -0.880 0.506 -1.980
H -1.119 2.866 -2.377
H 0.317 2.868 -1.293
H -0.880 3.395 0.760
H -1.306 4.623 -0.377
H -3.150 3.912 0.826
H -3.080 2.340 0.414
O 2.767 0.723 -1.912
H 2.154 0.301 -1.339
H 3.517 0.020 -1.992
O 2.485 -2.193 -2.328
H 2.568 -1.744 -3.156
H 1.954 -2.893 -2.426
O -4.687 0.858 -0.595
H -4.199 1.347 -1.120
H -5.095 0.256 -1.157
O 3.123 0.392 2.483
H 2.626 1.173 2.109
H 3.749 0.728 3.135
O 2.310 2.050 0.673
H 3.171 2.305 0.506
H 1.819 2.033 -0.118
O 0.085 -3.417 -2.121
H -0.721 -3.007 -2.554
H -0.382 -3.851 -1.419
O 1.365 -0.801 4.214
H 2.013 -0.207 3.722
H 0.496 -0.519 3.965
O 0.077 -2.548 2.748
H 0.887 -2.101 2.493
H 0.251 -3.516 2.772
O -1.785 -3.992 -0.118
H -1.506 -3.293 0.375
H -2.674 -4.143 0.040
O -2.319 -1.324 1.672
H -1.388 -1.261 1.829
H -2.734 -0.519 1.438
O 0.791 1.543 -3.789
H 1.504 1.028 -3.565
H 1.149 2.338 -4.226
```

## Properties
Energy relative to the best compared isomer or geometry (same formula, charge and spin)   276.5 kJ/mol
Lowest unoccupied orbital energy   0.3 eV
Structure (SMILES)   C=CC(=C)CCCN.O.O.O.O.O.O.O.O.O.O.O
HOMO level   -9.0 eV
E   -1169.961338 Ha